A structure of composition C37H36Cl5N4PPd, computed with ωB97M-V/def2-TZVPD.

```
! wB97M-V def2-TZVPD RIJCOSX def2/J DEFGRID3
* xyz 2 1
C 1.77 2.32 3.10
Cl 3.40 -0.54 1.77
Cl 3.21 -0.28 -4.41
H -5.51 -3.59 -3.93
C 3.36 2.58 1.30
H -2.68 -1.22 1.67
H 2.50 2.79 5.06
H 3.60 2.55 0.24
H 0.44 1.74 -2.48
H 2.45 -4.30 -0.51
C 2.10 -0.23 -1.97
H -4.18 -3.24 0.82
H 0.78 2.09 3.47
C 3.27 -0.19 -2.71
H -4.66 3.56 -0.38
H -0.57 2.97 1.94
C 4.32 2.98 2.21
C 1.44 4.27 -0.45
C -1.70 2.19 0.40
C -0.04 -3.88 -0.96
H 1.58 -2.94 1.79
N -0.60 2.21 1.28
H 1.81 6.27 -1.09
H 0.37 -4.89 -0.94
C -2.49 1.27 -1.56
C -5.97 -4.14 -1.91
C 3.31 -0.22 0.08
C 2.09 -0.15 -0.57
C -1.55 -1.34 -0.51
H -0.07 -3.52 -1.98
H -1.05 -3.90 -0.58
N -0.59 -1.33 2.03
Cl 0.59 -0.58 -2.76
H -1.97 0.20 2.46
H 2.32 -2.94 -1.63
H -2.89 3.70 1.37
C 1.28 5.00 -2.73
H -4.35 1.99 -2.30
H 0.30 0.17 3.19
C 0.90 3.72 -3.12
Cl 6.00 -0.17 0.19
H 2.91 -2.68 0.03
H 4.78 3.34 4.27
C -3.72 -2.69 -1.20
C 0.30 -0.91 3.13
P 0.85 1.79 0.52
C -4.09 -2.79 -2.54
N -1.55 1.34 -0.60
C 4.51 -0.16 -0.64
C -0.56 -2.81 1.92
C -5.22 -3.51 -2.89
Cl 5.94 0.01 -2.91
Pd 0.07 -0.41 -0.04
N 0.82 -3.00 -0.15
C 1.53 5.27 -1.40
C -2.81 3.02 0.53
C -4.48 -3.32 -0.22
C 2.20 -3.23 -0.59
H -0.08 -1.32 4.08
C 4.49 -0.10 -2.03
C 1.08 2.97 -0.84
C 2.08 2.24 1.74
C 4.02 3.04 3.56
C -3.61 2.06 -1.52
H -1.43 -3.11 1.35
C -3.78 2.94 -0.45
H 0.68 3.51 -4.15
H -3.50 -2.30 -3.31
H -2.32 0.55 -2.34
C -1.95 -0.88 2.40
H 5.31 3.24 1.86
C -5.60 -4.05 -0.57
H 1.64 4.50 0.59
H -6.19 -4.54 0.19
H 1.37 5.78 -3.47
C 0.71 -3.33 1.28
H -6.85 -4.71 -2.18
H -0.66 -3.23 2.93
C 0.78 2.71 -2.17
H -2.21 -1.29 3.39
H 1.31 -1.26 2.97
C 2.74 2.72 4.01
H 0.73 -4.42 1.41
C -2.55 -1.95 -0.82
*
```

**ΔE to the lowest compared entry with this formula, charge and spin**: 0.0 kJ/mol
**Orbital gap**: 5.99 eV
**HOMO energy**: -13.234 eV
**LUMO**: -0.266 Ha